[1]
Density functional theory data (ωB97M-V with the def2-TZVPD basis set) for a structure of composition C17H39BiN7O.

Values from the calculation:
**Gap between HOMO and LUMO**: 6.812 eV
**Calculated total energy**: -36554.431 eV
**Total charge**: +3
**Maximum force**: 0.07397 Eh/bohr
**E_LUMO**: -9.839 eV

Geometry as XYZ:
```
65
C17H39BiN7O ωB97M-V with the def2-TZVPD basis set
Bi -14.396 -5.308 10.845
N -16.387 -3.893 10.057
C -16.854 -3.120 11.199
C -16.962 -3.957 12.474
N -15.623 -4.500 12.889
C -15.720 -5.650 13.875
C -14.678 -6.711 13.762
N -14.617 -7.159 12.369
C -14.786 -3.407 13.522
C -13.301 -3.727 13.569
N -12.805 -4.220 12.314
H -16.002 -3.300 9.327
H -17.048 -4.533 9.656
H -17.895 -2.814 10.937
H -16.240 -2.230 11.249
H -17.654 -4.762 12.208
H -17.403 -3.369 13.318
H -16.687 -6.119 13.717
H -15.679 -5.205 14.941
H -14.920 -7.584 14.427
H -13.742 -6.319 14.139
H -15.510 -7.589 12.133
H -13.891 -7.794 12.205
H -15.142 -3.107 14.465
H -14.923 -2.422 12.954
H -13.114 -4.479 14.298
H -12.758 -2.795 13.885
H -11.965 -4.782 12.408
H -12.573 -3.433 11.711
C -13.285 -6.560 7.314
N -11.932 -6.825 7.758
C -10.965 -7.286 6.735
C -9.512 -7.123 7.277
C -9.380 -7.890 8.619
N -10.620 -7.793 9.444
C -10.599 -8.496 10.710
C -11.739 -7.111 9.082
O -12.585 -6.833 10.016
H -13.908 -6.317 8.178
H -13.730 -7.424 6.784
H -13.201 -5.652 6.700
H -10.942 -6.509 5.977
H -11.173 -8.272 6.411
H -9.261 -6.060 7.516
H -8.790 -7.456 6.568
H -8.626 -7.479 9.211
H -9.247 -9.002 8.328
H -10.054 -9.448 10.637
H -11.635 -8.707 10.901
H -10.154 -7.986 11.563
C -11.533 -0.930 7.783
C -12.924 -0.936 8.392
C -13.967 -0.827 7.269
C -13.131 0.138 9.440
C -13.015 -2.271 8.985
N -13.354 -3.162 9.662
H -11.242 0.127 7.728
H -11.407 -1.347 6.802
H -10.763 -1.358 8.412
H -13.998 0.157 6.753
H -15.003 -0.878 7.670
H -13.903 -1.628 6.510
H -13.085 1.238 9.060
H -12.446 0.067 10.354
H -14.098 0.039 9.915
```


[2]
Density functional theory data (ωB97M-V with the def2-TZVPD basis set) for a cluster of 7 separate species, C17H39F6N7O9S2 in total.

Values from the calculation:
**Gap between HOMO and LUMO**: 7.006 eV
**Calculated total energy**: -85092.259 eV
**Total charge**: 0
**Maximum force**: 0.10329 Eh/bohr
**E_LUMO**: -1.479 eV

Geometry as XYZ:
```
80
C17H39F6N7O9S2 ωB97M-V with the def2-TZVPD basis set
N 0.489 0.092 0.027
H 1.312 -0.494 0.022
H -0.154 -0.242 -0.677
H 0.612 1.081 -0.136
H 0.062 0.101 0.942
C -0.982 -4.331 -3.402
F -0.061 -4.270 -2.498
F -0.612 -5.209 -4.295
F -2.115 -4.700 -2.865
S -1.137 -2.537 -4.313
O 0.164 -1.934 -4.302
O -1.673 -2.740 -5.689
N -2.108 -1.663 -3.085
S -3.474 -1.618 -3.781
O -3.614 -0.590 -4.779
O -4.078 -2.908 -4.090
C -4.644 -0.973 -2.308
F -4.348 -1.615 -1.186
F -4.501 0.369 -2.200
F -5.934 -1.124 -2.675
C 5.593 -4.598 1.120
C 5.048 -3.320 1.796
O 4.136 -2.722 1.263
N 5.588 -2.910 2.986
C 5.185 -1.803 3.850
H 5.766 -4.465 0.052
H 4.905 -5.435 1.233
H 6.500 -4.899 1.645
H 6.314 -3.526 3.324
H 5.744 -0.935 3.499
H 5.421 -1.914 4.908
H 4.112 -1.620 3.793
C -4.242 2.485 3.785
C -2.800 2.151 4.159
O -2.261 1.134 3.683
N -2.143 3.015 4.958
C -0.756 2.753 5.409
H -4.323 2.891 2.777
H -4.514 3.223 4.540
H -4.935 1.647 3.854
H -2.658 3.827 5.266
H -0.791 2.368 6.428
H -0.209 3.693 5.340
H -0.132 2.137 4.762
C 3.202 5.569 1.734
C 1.872 5.905 1.163
O 1.253 5.023 0.510
N 1.335 7.094 1.409
C 0.009 7.483 1.032
H 3.889 5.038 1.076
H 2.996 4.978 2.627
H 3.709 6.468 2.083
H 1.817 7.743 2.014
H -0.738 7.170 1.761
H -0.269 7.173 0.025
H -0.041 8.572 1.022
C 3.385 0.803 -9.200
C 3.293 2.036 -8.386
O 3.440 3.154 -8.897
N 2.855 1.831 -7.122
C 2.617 2.961 -6.231
H 2.565 0.112 -9.006
H 4.261 0.218 -8.923
H 3.423 1.030 -10.266
H 2.573 0.912 -6.812
H 3.585 3.320 -5.883
H 2.193 2.646 -5.278
H 2.104 3.796 -6.708
C -5.621 -5.771 3.980
C -5.054 -4.412 4.303
O -5.745 -3.651 4.993
N -3.893 -4.041 3.782
C -3.128 -4.776 2.774
H -5.839 -5.811 2.913
H -6.512 -6.022 4.556
H -4.819 -6.461 4.242
H -3.616 -3.101 4.028
H -2.806 -5.720 3.213
H -2.271 -4.205 2.416
H -3.776 -4.935 1.912
```


[3]
Density functional theory data (ωB97M-V with the def2-TZVPD basis set) for a structure of composition C17H39FeOP3S.

Values from the calculation:
**Gap between HOMO and LUMO (spin up / spin down)**: 7.300 / 6.160 eV
**Calculated total energy**: -93367.984 eV
**⟨S²⟩**: 8.822
**2S+1**: 6
**Total charge**: +3
**Maximum force**: 0.08540 Eh/bohr
**E_LUMO (spin up / spin down)**: -10.178 / -12.358 eV

Geometry as XYZ:
```
62
C17H39FeOP3S ωB97M-V with the def2-TZVPD basis set
Fe 0.112 0.060 0.205
P 1.620 -0.479 1.822
P 1.764 -0.178 -1.264
P -0.917 -1.877 0.033
H 1.925 2.686 0.012
C 0.836 2.622 0.029
C 0.226 2.321 1.225
H 0.861 2.225 2.109
C 2.850 0.695 2.509
C 2.700 -1.979 1.686
C 0.648 -0.948 3.307
C 1.351 0.684 -2.826
C 3.442 0.421 -0.903
C 2.123 -1.882 -1.829
C -2.453 -1.873 1.049
C -0.122 -3.448 0.588
C -1.561 -2.432 -1.594
H 0.274 2.995 -0.820
H -0.843 2.475 1.460
H 2.403 1.642 2.840
H 3.636 0.941 1.781
H 3.291 0.181 3.378
H 3.556 -1.820 1.019
H 2.164 -2.876 1.356
H 3.052 -2.151 2.713
H 0.087 -0.074 3.668
H 1.412 -1.251 4.042
H -0.049 -1.783 3.117
H 2.243 0.706 -3.478
H 1.044 1.718 -2.607
H 0.515 0.181 -3.342
H 4.032 0.410 -1.837
H 3.987 -0.199 -0.176
H 3.428 1.447 -0.511
H 2.852 -1.817 -2.651
H 1.221 -2.384 -2.197
H 2.563 -2.485 -1.026
H -3.115 -2.692 0.723
H -2.968 -0.913 0.904
H -2.203 -1.983 2.112
H -0.846 -4.261 0.424
H 0.135 -3.448 1.652
H 0.784 -3.689 0.021
H -2.588 -2.795 -1.458
H -0.964 -3.247 -2.027
H -1.585 -1.603 -2.311
C -3.275 1.408 -1.257
C -4.081 1.254 -2.417
C -5.396 1.734 -2.429
C -5.937 2.310 -1.273
C -5.200 2.316 -0.076
C -3.889 1.854 -0.061
S -1.565 1.048 -1.389
H -1.341 0.212 0.374
H -3.683 0.754 -3.303
H -6.019 1.659 -3.322
H -6.928 2.756 -1.272
H -5.640 2.666 0.856
H -3.304 1.777 0.854
O 4.183 3.187 0.711
H 3.996 4.079 0.382
H 5.153 3.141 0.695
```


[4]
Density functional theory data (ωB97M-V with the def2-TZVPD basis set) for a structure of composition C17H39MoOP3Se.

Values from the calculation:
**Gap between HOMO and LUMO (spin up / spin down)**: 6.059 / 5.087 eV
**Calculated total energy**: -115328.841 eV
**⟨S²⟩**: 2.036
**2S+1**: 3
**Total charge**: +4
**Maximum force**: 0.10300 Eh/bohr
**E_LUMO (spin up / spin down)**: -15.233 / -15.911 eV

Geometry as XYZ:
```
62
C17H39MoOP3Se ωB97M-V with the def2-TZVPD basis set
Mo -0.113 -0.692 -0.367
P 0.676 -1.337 1.674
P 2.168 0.456 -0.540
P -2.025 0.507 0.846
H 0.915 3.914 -0.758
C 0.080 3.331 -0.228
C 0.321 2.818 1.104
H 1.337 2.493 1.451
C 0.593 -3.216 1.470
C 2.347 -1.357 2.472
C -0.193 -1.259 3.301
C 2.706 1.534 -1.960
C 3.395 1.202 0.711
C 3.128 -1.116 -1.088
C -3.200 1.617 -0.102
C -2.338 1.259 2.560
C -3.141 -0.987 1.063
H -0.903 3.763 -0.481
H -0.496 2.771 1.952
H 0.958 -3.727 2.384
H 1.207 -3.553 0.611
H -0.444 -3.554 1.279
H 2.456 -2.236 3.151
H 2.490 -0.450 3.085
H 3.179 -1.426 1.753
H 0.019 -2.162 3.924
H -1.289 -1.204 3.192
H 0.149 -0.369 3.868
H 3.720 1.282 -2.326
H 2.685 2.597 -1.665
H 1.998 1.409 -2.799
H 4.265 0.562 0.869
H 2.900 1.356 1.671
H 3.752 2.172 0.352
H 4.076 -0.832 -1.563
H 2.490 -1.645 -1.804
H 3.318 -1.778 -0.235
H -4.249 1.490 0.243
H -3.147 1.363 -1.179
H -2.906 2.673 0.016
H -3.275 0.870 2.996
H -2.425 2.354 2.500
H -1.511 1.001 3.231
H -4.184 -0.682 1.350
H -2.741 -1.655 1.860
H -3.166 -1.577 0.116
C -1.297 -1.467 -3.094
C -0.986 -0.230 -3.710
C -1.512 -0.014 -5.031
C -2.197 -1.023 -5.711
C -2.506 -2.210 -5.057
C -2.023 -2.441 -3.780
Se -0.933 -2.603 -1.366
H 0.086 2.228 -0.696
H -0.366 0.541 -3.216
H -1.354 0.926 -5.516
H -2.456 -0.900 -6.747
H -3.104 -2.999 -5.503
H -2.173 -3.426 -3.282
O 1.768 1.657 3.906
H 1.076 2.255 4.122
H 2.391 1.724 4.722
```


[5]
Density functional theory data (ωB97M-V with the def2-TZVPD basis set) for a structure of composition C17H39N5O2P2Ti.

Values from the calculation:
**Gap between HOMO and LUMO (spin up / spin down)**: 6.456 / 5.978 eV
**Calculated total energy**: -71474.228 eV
**⟨S²⟩**: 0.789
**2S+1**: 2
**Total charge**: +3
**Maximum force**: 0.13172 Eh/bohr
**E_LUMO (spin up / spin down)**: -11.152 / -11.631 eV

Geometry as XYZ:
```
66
C17H39N5O2P2Ti ωB97M-V with the def2-TZVPD basis set
C -0.241 1.529 -3.438
C 0.324 2.822 -2.889
N 0.861 2.692 -1.648
C 1.547 3.743 -1.021
C 1.639 4.979 -1.761
C 1.063 5.103 -3.008
C 0.380 4.006 -3.610
C 2.089 3.512 0.246
P 1.816 1.902 0.953
H -0.066 4.082 -4.605
H 2.166 5.821 -1.302
H 1.133 6.055 -3.545
C -2.196 1.265 -2.015
C -1.003 -0.700 -2.810
H 2.644 4.301 0.764
H 0.585 0.927 -3.856
H -0.966 1.718 -4.254
C 1.113 2.102 2.652
C 3.484 1.181 1.368
H 0.976 1.109 3.116
H 1.778 2.716 3.284
H 0.132 2.593 2.559
H 3.363 0.203 1.867
H 4.062 1.044 0.438
H 4.051 1.858 2.031
H -1.617 -0.765 -3.733
H -0.001 -1.111 -3.006
H -1.483 -1.285 -2.012
H -2.879 1.203 -2.889
H -2.616 0.701 -1.170
H -2.071 2.315 -1.716
Ti 0.499 0.913 -0.608
H -0.663 1.589 0.228
O 2.221 0.151 -2.043
H 2.789 -0.328 -1.413
H 2.632 1.037 -2.120
N -0.867 0.703 -2.359
C 0.045 -1.355 3.512
N -1.167 -1.362 2.682
C -1.768 -0.025 2.633
P -0.798 -1.931 0.990
O 0.095 -0.880 0.218
N 0.221 -3.458 0.985
C 1.658 -3.200 1.142
C -0.242 -4.511 1.899
N -2.317 -2.312 0.049
C -2.075 -3.441 -0.873
C -3.429 -2.676 0.942
H -0.104 -0.764 4.441
H 0.918 -0.971 2.951
H 0.287 -2.374 3.852
H -1.073 0.699 2.195
H -2.682 -0.011 2.014
H -2.051 0.306 3.655
H 2.006 -2.458 0.393
H 1.908 -2.847 2.160
H 2.231 -4.133 0.951
H -0.051 -4.264 2.956
H -1.318 -4.715 1.770
H 0.295 -5.457 1.672
H -2.013 -4.412 -0.342
H -2.904 -3.506 -1.609
H -1.124 -3.320 -1.434
H -3.173 -3.535 1.595
H -3.723 -1.830 1.584
H -4.328 -2.941 0.345
```


[6]
Density functional theory data (ωB97M-V with the def2-TZVPD basis set) for a structure of composition C17H39O2P3Sn.

Values from the calculation:
**Gap between HOMO and LUMO (spin up / spin down)**: 5.495 / 4.724 eV
**Calculated total energy**: -56007.651 eV
**Total charge**: +4
**Maximum force**: 0.07002 Eh/bohr
**E_LUMO (spin up / spin down)**: -14.542 / -15.314 eV

Geometry as XYZ:
```
62
C17H39O2P3Sn ωB97M-V with the def2-TZVPD basis set
Sn 0.075 -0.339 0.317
P 0.380 -2.694 -0.534
P 2.259 0.116 1.656
P -2.398 0.372 0.392
H 1.640 4.317 1.093
C 0.590 4.541 1.293
C -0.009 4.227 2.474
H 0.570 3.862 3.338
C 1.016 -2.852 -2.221
C 1.372 -3.760 0.554
C -1.254 -3.502 -0.466
C 2.353 1.702 2.568
C 2.528 -1.160 2.947
C 3.807 0.098 0.663
C -2.615 2.011 1.190
C -3.307 -0.854 1.417
C -3.223 0.437 -1.256
H 0.050 5.104 0.529
H -0.991 4.670 2.711
H 1.038 -3.935 -2.335
H 2.030 -2.442 -2.318
H 0.332 -2.425 -2.973
H 1.399 -4.766 0.088
H 0.899 -3.844 1.548
H 2.401 -3.388 0.676
H -1.098 -4.548 -0.777
H -1.973 -3.014 -1.142
H -1.653 -3.486 0.563
H 3.410 2.019 2.636
H 1.978 1.537 3.594
H 1.754 2.492 2.084
H 3.599 -1.195 3.213
H 2.193 -2.144 2.585
H 1.933 -0.897 3.835
H 4.680 0.207 1.331
H 3.792 0.936 -0.054
H 3.896 -0.855 0.113
H -3.383 2.553 0.606
H -1.656 2.568 1.204
H -2.992 1.821 2.214
H -4.282 -1.041 0.929
H -3.460 -0.391 2.408
H -2.715 -1.784 1.516
H -4.278 0.706 -1.053
H -3.158 -0.571 -1.717
H -2.733 1.217 -1.873
C 0.300 0.940 -2.570
C 0.693 0.110 -3.621
C 0.137 0.389 -4.878
C -0.725 1.493 -5.054
C -0.971 2.359 -3.984
C -0.433 2.113 -2.727
O 0.719 0.562 -1.301
H -0.279 -1.512 -1.060
H 1.466 -0.637 -3.398
H 0.246 -0.264 -5.713
H -1.406 1.634 -5.894
H -1.650 3.176 -3.991
H -0.312 2.738 -1.840
O -0.705 -1.581 3.137
H -0.666 -0.774 3.752
H -1.213 -2.367 3.577
```


[7]
Density functional theory data (ωB97M-V with the def2-TZVPD basis set) for a structure of composition C17H39OP3RhSe.

Values from the calculation:
**Gap between HOMO and LUMO (spin up / spin down)**: 5.933 / 6.079 eV
**Calculated total energy**: -116499.368 eV
**⟨S²⟩**: 6.048
**2S+1**: 5
**Total charge**: +3
**Maximum force**: 0.06863 Eh/bohr
**E_LUMO (spin up / spin down)**: -9.386 / -12.702 eV

Geometry as XYZ:
```
62
C17H39OP3RhSe ωB97M-V with the def2-TZVPD basis set
Rh 0.885 0.035 -0.155
P 1.226 -1.434 1.634
P 1.272 -1.488 -1.887
P 0.057 1.646 1.283
H 0.188 1.062 -2.979
C 0.500 1.690 -2.133
C 1.607 1.506 -1.288
H 2.584 1.091 -1.532
C -0.146 -2.504 2.127
C 2.533 -2.706 1.231
C 1.952 -0.842 3.220
C 0.781 -1.241 -3.612
C 3.106 -1.633 -1.902
C 0.461 -3.162 -1.650
C -0.875 3.027 0.508
C 1.584 2.460 1.770
C -1.009 1.368 2.752
H 0.165 2.734 -2.219
H 1.655 2.429 -0.666
H 0.113 -3.152 2.970
H -0.454 -3.141 1.303
H -1.003 -1.904 2.404
H 2.668 -3.375 2.095
H 3.482 -2.192 1.015
H 2.253 -3.322 0.365
H 2.090 -1.711 3.878
H 1.305 -0.135 3.741
H 2.931 -0.373 3.050
H 0.968 -2.147 -4.202
H 1.299 -0.397 -4.063
H -0.297 -1.050 -3.649
H 3.404 -2.689 -1.915
H 3.529 -1.135 -1.021
H 3.498 -1.128 -2.795
H 0.661 -3.803 -2.531
H -0.629 -2.984 -1.573
H 0.796 -3.687 -0.740
H -1.277 3.665 1.315
H -1.708 2.650 -0.103
H -0.201 3.620 -0.122
H 1.394 3.503 1.996
H 2.321 2.420 0.977
H 2.077 1.986 2.602
H -1.192 2.336 3.251
H -0.562 0.676 3.477
H -1.977 0.963 2.418
C -3.682 0.272 -0.794
C -3.297 1.274 -1.714
C -4.270 2.254 -2.020
C -5.596 2.156 -1.593
C -5.887 1.226 -0.596
C -4.942 0.291 -0.190
Se -2.652 -1.330 -0.425
H -3.637 -2.016 0.438
H -2.337 1.209 -2.201
H -3.982 3.095 -2.628
H -6.406 2.746 -2.044
H -6.865 1.213 -0.144
H -5.208 -0.485 0.539
O 4.551 0.025 1.603
H 4.792 0.913 1.313
H 5.407 -0.380 1.810
```


Q: The lowest maximum force belongs to which entry?
A: C17H39OP3RhSe